# 1
The following is a quantum chemistry calculation of the molecule C4H9NO, from the Open Molecules 2025 dataset.

Element x y z (Å)
C1 -2.95632 0.09186 -0.03478
C2 -1.56243 -0.55136 -0.27261
C3 -0.53208 0.43836 0.18616
N1 0.79108 -0.06279 0.38760
C4 1.99599 0.27401 -0.25092
O1 3.06798 -0.25238 -0.05570
H1 -3.71155 -0.48048 -0.64286
H2 -3.14812 0.14238 1.07176
H3 -3.04037 1.21081 -0.27805
H4 -1.44587 -0.86470 -1.30941
H5 -1.52254 -1.45940 0.36992
H6 -0.83324 0.83066 1.20905
H7 -0.55657 1.27051 -0.54553
H8 0.75177 -0.88023 0.99230
H9 1.75422 1.17183 -0.90190

Cartesian forces, eV/Å:
C -0.37 0.80 0.00
C -1.08 -0.19 0.86
C -0.12 1.60 0.61
N 1.63 -1.06 -0.41
C -1.99 0.29 0.75
O -0.68 0.39 -0.34
H 0.40 0.73 1.07
H -0.22 -0.65 -1.02
H 0.41 -1.59 -0.32
H 0.19 0.10 -0.01
H 0.06 0.36 -0.49
H -0.12 -0.10 -1.25
H 0.35 -0.15 0.56
H 0.78 0.18 -0.20
H 0.77 -0.69 0.19

Results
Kohn-Sham gap: 10.6 eV
HOMO energy: -9.6 eV
Strongest force on any atom: 0.042 Eh/bohr
Spin multiplicity: 1
Energy above the lowest of the compared OMol25 structures with the same formula, charge and spin: 24.5 kcal/mol

Löwdin atomic charge list, values in e, 8 entries: -0.13 -0.27 -0.28 0.00 -0.34 0.02 0.08 0.08


# 2
The following is a quantum chemistry calculation of the molecule C4H9NO, from the Open Molecules 2025 dataset.

Element x y z (Å)
C1 1.43691 0.46338 -0.90770
N1 0.17095 -0.04218 -0.38972
C2 -0.82995 1.02266 -0.54945
C3 0.16083 -0.52421 0.96926
C4 -0.98275 -1.58059 0.89629
O1 -1.82254 -1.59129 1.76874
H1 2.05867 0.92430 -0.11311
H2 2.07642 -0.40712 -1.13078
H3 1.36748 1.10349 -1.77919
H4 -1.00750 1.75625 0.23495
H5 -1.86151 0.59870 -0.61327
H6 -0.71648 1.43900 -1.56030
H7 -0.07797 0.21794 1.77211
H8 1.05694 -1.07254 1.29895
H9 -1.02951 -2.30780 0.10322

Cartesian forces, eV/Å:
C 1.78 -1.44 1.41
N 0.09 2.30 -0.48
C -2.10 -1.21 -1.23
C -0.98 -1.47 -0.20
C -0.03 1.30 2.90
O -0.04 -0.28 -0.55
H -0.46 0.60 -0.27
H -0.27 0.15 -0.47
H -0.26 -0.04 0.05
H 1.05 0.41 0.23
H 0.59 -0.27 0.08
H 0.15 0.34 0.60
H 0.07 -0.36 -0.68
H 0.07 0.25 -0.54
H 0.36 -0.27 -0.86

Results
Kohn-Sham gap: 10.0 eV
HOMO energy: -9.0 eV
Strongest force on any atom: 0.062 Eh/bohr
Spin multiplicity: 1
Energy above the lowest of the compared OMol25 structures with the same formula, charge and spin: 54.8 kcal/mol

Löwdin atomic charge list, values in e, 8 entries: -0.11 -0.28 -0.11 -0.18 -0.23 0.03 0.09 0.08


# 3
The following is a quantum chemistry calculation of the molecule C4H9NO, from the Open Molecules 2025 dataset.

Element x y z (Å)
C1 -1.43276 0.78003 0.13933
C2 -0.90220 -0.46712 -0.59490
C3 0.35608 -1.19772 -0.02419
N1 1.28481 -0.31934 0.66954
C4 1.67932 0.81783 0.05668
O1 1.44063 1.06613 -1.11095
H1 -2.48825 0.94167 -0.11311
H2 -1.36845 0.70536 1.22988
H3 -0.90105 1.68887 -0.16564
H4 -0.69168 -0.16058 -1.62431
H5 -1.69901 -1.21629 -0.64736
H6 0.88322 -1.68126 -0.85752
H7 0.10907 -2.00073 0.68227
H8 1.52262 -0.47830 1.63721
H9 2.20768 1.52144 0.72306

Cartesian forces, eV/Å:
C 0.04 -0.05 0.07
C -0.03 -0.13 -0.04
C -0.17 -0.04 -0.10
N -0.09 0.25 -0.08
C 0.05 0.11 -0.11
O 0.25 0.05 0.33
H 0.21 -0.11 0.04
H -0.01 -0.09 -0.10
H 0.00 -0.28 0.09
H 0.03 -0.18 0.20
H 0.07 0.02 0.03
H -0.15 0.11 0.10
H -0.21 0.29 -0.14
H -0.13 0.12 -0.21
H 0.13 -0.09 -0.07

Results
Kohn-Sham gap: 10.7 eV
HOMO energy: -9.8 eV
Strongest force on any atom: 0.008 Eh/bohr
Spin multiplicity: 1
Energy above the lowest of the compared OMol25 structures with the same formula, charge and spin: 15.8 kcal/mol

Löwdin atomic charge list, values in e, 8 entries: -0.11 -0.24 -0.18 0.01 -0.38 0.01 0.07 0.07